No. 1
C7H14N2O in the gas phase at a distorted geometry. Source: the Open Molecules 2025 dataset; level of theory: wB97M-V/def2-TZVPD.

Structure (XYZ):
```
24
Properties=species:S:1:pos:R:3:lowdin_charge:R:1
C 2.81256 0.13874 -0.73322 -0.11
C 1.36415 -1.25942 0.65594 -0.23
C 0.10219 -1.33237 -0.29606 -0.19
C 0.07355 1.22180 -0.23062 -0.16
C 1.31530 1.22297 0.66760 -0.20
C -2.04617 -0.19182 -0.04324 -0.46
C -2.66940 1.23155 0.02830 -0.02
H 2.21342 -0.27437 -1.72015 0.12
H 3.76518 -0.51535 -0.74517 0.09
H 3.10609 1.35539 -0.74853 0.13
H 0.95040 -1.50072 1.68513 0.13
H 2.13278 -2.12338 0.67761 0.15
H 0.21478 -1.76777 -1.41608 0.15
H -0.52370 -2.19160 0.07494 0.12
H 0.49618 1.81006 -1.23487 0.16
H -0.42020 2.12647 0.20041 0.09
H 1.03325 1.46083 1.77909 0.14
H 2.09536 1.91478 0.08102 0.10
H -2.20860 1.49082 1.06322 0.10
H -2.06535 1.90300 -0.71506 0.10
H -3.71091 1.31190 0.27386 0.07
N 2.01173 -0.07904 0.50280 -0.27
N -0.67790 -0.15407 -0.46600 -0.03
O -2.76607 -1.19462 0.02434 0.03
```

Relative energy (zero: lowest compared OMol25 entry of this formula, charge and spin) (kJ/mol): 464.6
LUMO (eV): 0.7
HOMO level (eV): -8.2553
SMILES: CC(=O)N1CCN(C)CC1
HOMO-LUMO gap (eV): 8.9315

=====

No. 2
C3H4FNO in the gas phase at a distorted geometry. Source: the Open Molecules 2025 dataset; level of theory: wB97M-V/def2-TZVPD.

Structure (XYZ):
```
10
Properties=species:S:1:pos:R:3:lowdin_charge:R:1
C 0.91322 -0.84918 0.13425 -0.04
C -0.07371 0.03863 0.01462 -0.16
C -1.49201 -0.42552 0.09692 -0.56
N -2.40801 0.65338 0.02718 0.24
O -1.83969 -1.53782 0.31868 0.09
F -3.70788 0.22250 -0.03251 0.08
H 1.98884 -0.74797 0.17796 0.05
H 0.71056 -1.86788 0.17497 0.03
H 0.24088 1.13247 0.14691 0.11
H -2.22406 1.60692 -0.15657 0.16
```

Relative energy (zero: lowest compared OMol25 entry of this formula, charge and spin) (kJ/mol): 209.1
<S²>: 2.020
2S+1: 3
LUMO (spin up / spin down) (eV): 0.4 / -4.3
HOMO level (spin up / spin down) (eV): -5.3062 / -9.0896
HOMO-LUMO gap (spin up / spin down) (eV): 5.6679 / 4.8186

=====

No. 3
C4H4Cl2OS in the gas phase at a distorted geometry. Source: the Open Molecules 2025 dataset; level of theory: wB97M-V/def2-TZVPD.

Structure (XYZ):
```
12
Properties=species:S:1:pos:R:3:lowdin_charge:R:1
C -0.58858 -0.48759 -0.54381 -0.22
C -0.54974 -1.07291 0.67575 -0.93
C 0.23369 0.54151 -1.24918 -0.29
C 0.75810 1.73424 -0.52244 -0.51
O -0.09384 -1.52601 3.20939 -0.57
S 0.61012 -1.02650 2.03326 0.82
Cl -1.83741 -2.18787 1.03235 0.65
Cl 0.46631 1.75219 1.14469 0.66
H -1.42007 -0.82455 -1.15096 0.09
H 1.09198 0.03134 -1.70311 0.12
H -0.36794 0.89905 -2.09256 0.11
H 1.69739 2.16710 -0.83338 0.05
```

Relative energy (zero: lowest compared OMol25 entry of this formula, charge and spin) (kJ/mol): 358.1
LUMO (spin up / spin down) (eV): -0.3 / -1.2
HOMO level (spin up / spin down) (eV): -8.4756 / -8.5266
HOMO-LUMO gap (spin up / spin down) (eV): 8.1652 / 7.3568

=====

No. 4
A molecular structure, C9H6HoN2O5 at a distorted geometry. Source: the Open Molecules 2025 dataset; level of theory: wB97M-V/def2-TZVPD.

Structure (XYZ):
```
23
Properties=species:S:1:pos:R:3:lowdin_charge:R:1
O 0.18980 2.98124 -2.92370 0.24
C 0.19775 1.91593 -2.47632 0.03
Ho 0.15644 -0.23596 -1.39611 1.25
O 0.17170 -2.22406 -4.45282 0.25
C 0.16585 -1.57913 -3.49589 0.01
C 0.15170 -2.58054 -0.83798 -0.05
O 0.16605 -3.68392 -0.50075 0.26
C -2.19621 -0.85057 -1.44112 0.02
O -3.29207 -1.19719 -1.45520 0.25
C 2.51633 -0.84117 -1.41899 0.03
O 3.62696 -1.16837 -1.43586 0.24
C -1.07981 2.08593 0.78800 0.03
C -0.32472 0.98209 1.42225 -0.38
N 0.20996 -0.11003 0.85810 -0.11
C 0.80007 -0.86602 1.89724 -0.07
C 0.61514 -0.17899 3.05778 0.03
N -0.09162 0.97214 2.73460 0.18
H -2.04656 2.20369 1.29993 0.13
H -0.50154 3.01557 0.89225 0.13
H -1.26668 1.89254 -0.27896 0.04
H 1.28329 -1.81909 1.71921 0.12
H 0.93284 -0.41708 4.05307 0.15
H -0.38467 1.70297 3.39128 0.21
```

Relative energy (zero: lowest compared OMol25 entry of this formula, charge and spin) (kJ/mol): 19.6
<S²>: 6.004
Charge: +3
2S+1: 5
LUMO (spin up / spin down) (eV): -13.9 / -13.8
HOMO level (spin up / spin down) (eV): -19.9408 / -19.9422
HOMO-LUMO gap (spin up / spin down) (eV): 5.9957 / 6.1506

=====

No. 5
4 unconnected molecules or ions with the total composition C6H21O4PS at a distorted geometry. Source: the Open Molecules 2025 dataset; level of theory: wB97M-V/def2-TZVPD.

Structure (XYZ):
```
33
Properties=species:S:1:pos:R:3:lowdin_charge:R:1
O 2.63107 -2.36349 1.93849 -0.40
P 1.24802 -1.58338 2.54503 0.88
C 0.17920 -2.80967 3.48120 -0.43
C 0.96365 -3.94451 4.17416 -0.34
C 1.63051 -4.95990 3.19932 -0.55
S 3.36915 -5.31374 3.73261 0.66
H 2.39640 -2.72741 1.08827 0.02
H 0.45073 -1.28685 1.39287 -0.07
H -0.30969 -2.22756 4.27232 0.06
H -0.62122 -3.21867 2.84982 0.07
H 1.70520 -3.58890 4.89191 0.08
H 0.23507 -4.51262 4.76978 0.10
H 1.13534 -5.93063 3.29179 0.06
H 1.57896 -4.66904 2.15042 0.05
H 4.14042 -4.44999 3.01136 -0.15
C 1.17694 0.97412 -0.27340 -0.17
O 1.38910 1.47431 1.04631 -0.15
H 0.47500 0.14605 -0.22005 0.05
H 0.75866 1.75807 -0.90793 0.05
H 2.12156 0.61785 -0.69718 0.08
H 2.00773 2.20078 0.96918 0.07
C -1.09201 4.20748 -2.73948 -0.14
O -0.85105 3.54072 -1.50012 -0.13
H -0.71118 3.58785 -3.54616 0.08
H -2.16355 4.35877 -2.88282 0.06
H -0.57820 5.17247 -2.75562 0.08
H -1.19351 4.09884 -0.80145 0.07
C -3.96220 3.56114 -5.17769 -0.16
O -2.65416 3.90084 -5.62976 -0.13
H -4.08588 3.94837 -4.16922 0.07
H -4.71895 4.00974 -5.82657 0.08
H -4.09067 2.47568 -5.16036 0.08
H -2.56046 3.55329 -6.51703 0.07
```

LUMO (eV): 0.7
HOMO level (eV): -8.2536
SMILES: OPCCCS.CO.CO.CO
HOMO-LUMO gap (eV): 8.9291

=====

No. 6
2 unconnected molecules or ions with the total composition C4H7N3O at a distorted geometry. Source: the Open Molecules 2025 dataset; level of theory: wB97M-V/def2-TZVPD.

Structure (XYZ):
```
15
Properties=species:S:1:pos:R:3:lowdin_charge:R:1
C 0.45382 -0.99100 2.43671 0.06
C -0.44143 0.15627 0.35069 -0.54
C 0.47826 -0.72274 -0.24214 0.00
C -0.35047 0.81722 -1.74103 -0.53
H 1.47808 -0.48325 2.28182 0.10
H 0.67199 -1.90691 2.09359 0.02
H -0.04710 -0.58091 3.37930 0.13
H 1.62246 -1.04863 0.26803 0.20
H 1.31415 -0.31151 -2.13165 0.07
H -1.08428 2.26119 -2.82603 0.09
H -2.92554 0.36422 -0.74945 0.09
N 0.72168 -0.07510 -1.47066 0.06
N -0.56862 1.33728 -2.85114 0.13
N -0.67973 1.29349 -0.40955 0.22
O -0.64327 -0.10960 1.61150 -0.09
```

Relative energy (zero: lowest compared OMol25 entry of this formula, charge and spin) (kJ/mol): 994.2
LUMO (eV): -2.5
HOMO level (eV): -7.0903
HOMO-LUMO gap (eV): 4.5819

=====

No. 7
A molecular structure, C18H42CrN2O13S3 at a distorted geometry. Source: the Open Molecules 2025 dataset; level of theory: wB97M-V/def2-TZVPD.

Structure (XYZ):
```
79
Properties=species:S:1:pos:R:3:lowdin_charge:R:1
Cr -23.60867 -19.70226 10.81101 1.30
O -20.23559 -19.00652 12.48081 0.18
C -21.37506 -19.14999 11.89580 -0.72
O -21.67036 -20.26462 11.33421 -0.03
O -22.26344 -18.26535 11.72962 -0.03
H -20.21061 -18.11982 12.93236 0.07
O -24.93715 -21.83287 13.72082 0.22
C -24.54761 -21.12115 12.70408 -0.71
O -24.13896 -21.65347 11.61865 -0.02
O -24.51670 -19.86114 12.68012 -0.01
H -24.83379 -22.76630 13.47376 0.16
C -19.72625 -23.54680 12.24924 -0.24
S -19.76164 -23.66634 14.06066 0.84
O -18.51376 -23.00306 14.54532 -0.55
C -21.10380 -22.45702 14.26298 -0.26
H -19.49168 -22.50446 12.03946 0.04
H -20.74657 -23.76724 11.92539 0.05
H -19.04394 -24.28583 11.84320 0.06
H -21.06467 -22.16093 15.30813 0.05
H -22.04605 -22.93089 13.98713 0.04
H -20.92956 -21.60868 13.60034 0.03
C -19.56397 -14.52931 12.95871 -0.23
S -20.94639 -15.53071 13.56738 0.88
O -20.27233 -16.81578 13.99296 -0.56
C -21.19710 -14.57054 15.08714 -0.23
H -18.92629 -14.28025 13.80359 0.06
H -19.88337 -13.65603 12.39275 0.07
H -19.01988 -15.17646 12.27034 0.04
H -20.55035 -14.95862 15.87058 0.07
H -22.24408 -14.61270 15.38110 0.04
H -20.98067 -13.52668 14.86200 0.06
C -25.09490 -16.41099 12.93303 -0.21
S -25.26082 -16.61225 11.16077 0.98
O -24.75955 -18.02386 10.91542 -0.64
C -27.05714 -16.73998 11.12017 -0.22
H -25.13951 -15.34674 13.16722 0.07
H -24.14610 -16.81981 13.26882 0.03
H -25.92035 -16.92667 13.42203 0.07
H -27.31669 -17.61643 11.71079 0.07
H -27.41351 -16.82990 10.09683 0.07
H -27.45084 -15.81301 11.53749 0.07
C -15.56993 -15.78801 12.80539 -0.34
O -14.48578 -15.30089 12.58538 0.03
N -16.06091 -16.91432 12.22483 -0.19
C -17.30239 -17.49948 12.64669 -0.08
C -15.23523 -17.65956 11.28400 -0.02
H -16.30329 -15.34819 13.50690 0.13
H -17.14648 -18.56234 12.85321 0.08
H -18.07053 -17.46080 11.85933 0.07
H -17.77782 -17.04224 13.51287 0.07
H -14.48057 -16.96720 10.92065 0.09
H -14.77980 -18.52128 11.77216 0.09
H -15.84627 -17.96945 10.43486 0.09
C -23.64681 -16.80114 17.04688 -0.34
O -24.41296 -16.38504 17.87997 0.04
N -23.80757 -17.93272 16.31121 -0.18
C -22.77957 -18.41365 15.42101 -0.06
C -25.02620 -18.70314 16.33577 -0.04
H -22.69358 -16.31765 16.76789 0.11
H -22.72731 -19.50234 15.49419 0.09
H -21.78228 -18.02282 15.62052 0.08
H -22.95281 -18.17111 14.36452 0.06
H -24.90141 -19.67146 16.82780 0.10
H -25.83135 -18.15551 16.81949 0.09
H -25.35100 -18.92062 15.31297 0.07
O -16.57944 -22.38337 10.06503 0.11
C -16.97200 -21.57147 10.85779 -0.54
O -17.99566 -20.71818 10.63650 -0.04
C -18.61321 -20.77392 9.35965 -0.22
C -19.02222 -19.34378 8.94075 -0.05
C -16.39219 -21.42547 12.24196 0.03
H -19.50677 -21.39826 9.39938 0.11
H -17.93495 -21.13470 8.59243 0.12
H -18.24981 -18.99247 8.25540 0.08
H -19.15491 -18.68632 9.79662 0.06
H -19.91547 -19.36240 8.31251 0.07
H -17.03845 -21.68399 13.07971 0.07
H -15.97644 -20.42262 12.35748 0.06
H -15.54678 -22.11169 12.26326 0.10
```

<S²>: 3.880
Charge: +1
2S+1: 4
LUMO (spin up / spin down) (eV): -6.2 / -4.7
HOMO level (spin up / spin down) (eV): -10.9674 / -10.9678
HOMO-LUMO gap (spin up / spin down) (eV): 4.7723 / 6.2915